(1)
Density functional theory data (ωB97M-V/def2-TZVPD) for a molecular structure, C23H26AsFHgN7O11S.

E_LUMO (alpha / beta) = 4.317 / 4.315 eV
Energy relative to the best compared isomer or geometry (same formula, charge and spin) = 48.6 kJ/mol
Calculated total energy = -4990.41341 Eh
HOMO-LUMO gap (alpha / beta) = 4.25 / 7.54 eV
HOMO (alpha / beta) = 0.07 / -3.22 eV
Max |F| = 0.5 eV/Å
2S+1 = 2
Total charge = -2

CARTESIAN COORDINATES (ANGSTROEM)
Hg  0.385  0.685  -0.284
O  -0.484  5.097  -0.533
As  1.107  4.349  -0.366
O  2.096  5.415  0.387
O  0.905  2.844  0.309
C  1.733  4.270  -2.233
C  2.813  5.116  -2.476
C  3.352  5.252  -3.746
C  2.807  4.545  -4.807
C  1.734  3.695  -4.585
C  1.203  3.552  -3.309
S  -0.103  2.336  -3.132
O  0.603  1.177  -2.546
O  -0.591  2.071  -4.469
O  -1.102  2.892  -2.230
H  -1.009  4.442  -1.029
H  3.207  5.671  -1.632
H  4.194  5.916  -3.905
H  3.215  4.648  -5.806
H  1.289  3.129  -5.391
N  0.394  -1.956  -0.727
C  0.152  -2.551  0.238
N  -0.108  -3.324  1.272
C  0.949  -3.675  2.218
C  0.590  -3.252  3.636
C  -0.803  -3.746  4.018
C  -1.842  -3.250  3.014
C  -1.484  -3.699  1.606
H  1.868  -3.195  1.885
H  1.094  -4.764  2.179
H  0.620  -2.165  3.702
H  1.345  -3.646  4.322
H  -1.057  -3.393  5.020
H  -0.813  -4.845  4.050
H  -1.894  -2.161  3.038
H  -2.836  -3.634  3.260
H  -2.152  -3.262  0.866
H  -1.567  -4.791  1.526
C  4.631  0.329  2.463
N  3.214  0.293  2.740
C  2.731  0.806  3.960
C  1.365  1.046  4.067
C  0.535  0.750  3.012
N  1.019  0.201  1.839
C  2.371  0.085  1.670
O  2.850  -0.215  0.568
N  -0.850  0.871  3.094
H  5.167  0.359  3.413
H  4.898  1.208  1.870
H  4.930  -0.557  1.906
H  3.466  1.046  4.709
H  0.953  1.441  4.987
H  -1.147  1.669  3.633
H  -1.357  0.819  2.213
F  -1.911  -0.948  -5.282
C  -2.528  -1.514  -4.239
C  -2.943  -0.788  -3.193
N  -3.618  -1.360  -2.133
C  -4.024  -0.533  -0.996
C  -2.823  -0.059  -0.153
O  -3.007  0.096  1.060
O  -1.798  0.156  -0.843
C  -3.772  -2.718  -2.035
O  -4.268  -3.291  -1.078
N  -3.334  -3.426  -3.138
C  -2.716  -2.948  -4.289
O  -2.398  -3.702  -5.188
H  -2.757  0.275  -3.129
H  -4.714  -1.109  -0.391
H  -4.531  0.353  -1.383
H  -3.448  -4.426  -3.074

Mulliken population analysis, charges in e, atoms 1 to 5:
1. Hg 2.231
2. O -0.655
3. As 0.462
4. O -0.828
5. O -0.354

(2)
Density functional theory data (ωB97M-V/def2-TZVPD) for a molecular structure, C23H26BiF3N2O11S2Si.

E_LUMO = -1.124 eV
Energy relative to the best compared isomer or geometry (same formula, charge and spin) = 38.1 kJ/mol
Calculated total energy = -3429.35791 Eh
HOMO-LUMO gap = 8.57 eV
HOMO = -9.69 eV
Max |F| = 0.2 eV/Å
Total charge = 0

CARTESIAN COORDINATES (ANGSTROEM)
Bi  -1.144  0.666  0.489
O  -1.879  -2.016  4.621
C  -2.267  -1.578  3.417
O  -2.743  -0.500  3.206
C  -2.061  -2.616  2.345
C  -1.827  -3.957  2.629
C  -1.675  -4.834  1.568
C  -1.762  -4.349  0.271
C  -1.997  -2.992  0.098
N  -2.138  -2.148  1.110
C  -2.105  -2.318  -1.245
O  -2.425  -3.075  -2.296
O  -1.925  -1.137  -1.386
H  -1.996  -1.281  5.242
H  -1.761  -4.290  3.654
H  -1.480  -5.883  1.746
H  -1.601  -5.015  -0.567
H  -2.613  -3.983  -2.030
F  -0.664  3.819  4.492
C  -0.173  2.792  3.801
F  -0.932  1.717  4.035
F  1.064  2.540  4.223
S  -0.171  3.183  2.003
O  0.601  4.370  1.873
O  -1.569  3.184  1.614
O  0.470  1.953  1.428
C  -0.898  -1.671  -4.959
C  0.219  -2.169  -4.087
C  0.939  -1.286  -3.289
C  1.964  -1.740  -2.475
C  2.259  -3.094  -2.448
C  1.552  -3.999  -3.230
C  0.541  -3.529  -4.048
S  3.525  -3.678  -1.377
O  4.157  -4.841  -1.927
O  4.335  -2.556  -0.988
N  2.619  -4.232  -0.091
C  1.632  -3.329  0.502
C  2.139  -2.057  1.199
C  0.948  -1.141  1.342
O  0.352  -0.947  2.393
O  0.572  -0.606  0.208
H  -0.754  -0.622  -5.211
H  -1.855  -1.759  -4.441
H  -0.961  -2.244  -5.885
H  0.684  -0.233  -3.287
H  2.523  -1.051  -1.857
H  1.814  -5.049  -3.204
H  -0.005  -4.221  -4.679
H  3.260  -4.647  0.579
H  1.047  -3.925  1.206
H  0.958  -3.035  -0.304
H  2.886  -1.568  0.577
H  2.569  -2.275  2.174
C  -0.309  5.012  -3.610
Si  -0.385  3.198  -4.033
C  -1.887  2.806  -5.071
C  1.177  2.656  -4.902
C  -0.536  2.256  -2.450
C  -0.646  1.642  -1.408
H  -0.232  5.621  -4.513
H  0.556  5.226  -2.979
H  -1.202  5.321  -3.065
H  -1.852  3.338  -6.024
H  -2.802  3.100  -4.552
H  -1.949  1.737  -5.279
H  1.326  3.241  -5.813
H  1.132  1.603  -5.187
H  2.050  2.797  -4.263

Mulliken population analysis, charges in e, atoms 1 to 5:
1. Bi 1.665
2. O -0.476
3. C 0.176
4. O -0.544
5. C 0.413

(3)
Density functional theory data (ωB97M-V/def2-TZVPD) for a molecular structure, C23H26Br36FNO3S.

E_LUMO = -0.349 eV
Calculated total energy = -94334.86840 Eh
HOMO-LUMO gap = 9.29 eV
HOMO = -9.64 eV
Max |F| = 2.9 eV/Å
Total charge = 0

CARTESIAN COORDINATES (ANGSTROEM)
O  -1.545  -2.345  1.539
S  -0.752  -1.970  0.404
O  0.504  -2.659  0.364
C  -0.417  -0.215  0.508
C  -0.188  0.493  -0.865
C  1.229  1.091  -0.932
C  2.362  0.061  -1.035
F  3.181  0.333  -2.123
C  -0.510  -0.438  -2.031
C  -1.815  -1.207  -1.798
C  -2.997  -0.340  -1.444
C  -3.210  0.857  -2.118
C  -4.296  1.684  -1.884
N  -5.226  1.373  -0.984
C  -5.013  0.244  -0.318
C  -3.959  -0.653  -0.476
O  -1.620  -2.307  -0.889
H  0.437  -0.064  1.152
H  -1.284  0.234  0.992
H  -0.887  1.327  -0.921
H  1.364  1.653  -0.004
H  1.249  1.816  -1.747
H  1.997  -0.966  -1.055
H  2.977  0.163  -0.138
H  -0.619  0.119  -2.963
H  0.270  -1.178  -2.223
H  -2.061  -1.680  -2.755
H  -2.493  1.149  -2.895
H  -4.413  2.588  -2.469
H  -5.767  -0.020  0.420
H  -3.878  -1.542  0.126
C  2.315  -0.818  4.410
Br  0.843  -1.386  3.318
Br  3.860  -0.378  3.337
Br  1.818  0.635  5.572
H  2.593  -1.652  5.038
C  -1.119  -0.213  7.669
Br  -1.671  0.636  9.304
Br  -0.901  -2.113  7.881
Br  -2.297  0.210  6.207
H  -0.148  0.189  7.418
C  1.369  3.618  8.938
Br  0.552  3.956  10.646
Br  2.351  1.968  8.911
Br  0.097  3.661  7.499
H  2.077  4.417  8.760
C  -2.545  -0.555  -6.504
Br  -3.058  0.307  -4.849
Br  -2.388  -2.463  -6.277
Br  -3.713  -0.090  -7.959
H  -1.562  -0.187  -6.756
C  -4.821  -3.901  -3.112
Br  -5.224  -3.022  -1.444
Br  -4.687  -5.812  -2.905
Br  -6.067  -3.410  -4.493
H  -3.846  -3.550  -3.425
C  1.047  -6.819  -0.022
Br  -0.201  -5.576  -0.789
Br  1.743  -8.036  -1.343
Br  2.454  -5.912  0.927
H  0.504  -7.410  0.701
C  -4.569  -5.594  1.927
Br  -6.003  -6.250  0.814
Br  -2.995  -5.198  0.904
Br  -5.127  -4.087  2.991
H  -4.312  -6.389  2.612
C  3.318  2.803  -4.834
Br  2.835  3.991  -3.401
Br  1.978  1.457  -5.149
Br  3.747  3.764  -6.444
H  4.215  2.286  -4.521
C  0.619  7.402  5.382
Br  0.542  5.897  4.180
Br  1.387  6.912  7.075
Br  1.532  8.899  4.592
H  -0.399  7.711  5.571
C  5.270  2.969  4.629
Br  3.574  3.871  4.544
Br  6.534  3.709  3.380
Br  5.965  2.940  6.424
H  5.098  1.943  4.338
C  -0.239  -2.110  -10.092
Br  0.276  -0.983  -8.616
Br  -1.882  -3.039  -9.714
Br  -0.330  -1.125  -11.741
H  0.534  -2.856  -10.207
C  7.323  3.434  -2.539
Br  7.806  4.582  -1.072
Br  5.707  2.457  -2.172
Br  7.187  4.407  -4.195
H  8.117  2.712  -2.656

Mulliken population analysis, charges in e, atoms 1 to 5:
1. O -0.502
2. S 1.046
3. O -0.377
4. C -0.968
5. C 0.679

(4)
Density functional theory data (ωB97M-V/def2-TZVPD) for a molecular structure, C23H26BrN2O2PPt.

E_LUMO (alpha / beta) = -0.130 / -0.422 eV
Energy relative to the best compared isomer or geometry (same formula, charge and spin) = 200.3 kJ/mol
Calculated total energy = -4186.54577 Eh
HOMO-LUMO gap (alpha / beta) = 5.88 / 7.43 eV
HOMO (alpha / beta) = -6.01 / -7.85 eV
Max |F| = 3.3 eV/Å
2S+1 = 3
Total charge = 0

CARTESIAN COORDINATES (ANGSTROEM)
Pt  0.587  -1.636  -0.717
C  2.496  -0.780  1.344
N  1.569  -1.939  1.209
C  2.311  -3.166  1.290
C  0.581  -1.862  2.305
C  -1.043  -0.285  1.516
C  -2.080  0.465  2.073
C  -3.122  0.860  1.335
C  -3.144  0.526  -0.009
C  -2.060  -0.124  -0.526
C  -0.961  -0.548  0.176
H  3.078  -0.953  2.282
H  1.944  0.153  1.520
H  3.250  -0.788  0.537
H  2.605  -3.427  2.307
H  3.198  -3.225  0.572
H  1.660  -4.026  1.121
H  1.080  -2.107  3.228
H  -0.180  -2.708  2.143
H  -2.129  0.576  3.082
H  -3.968  1.283  1.784
H  -3.999  0.763  -0.596
H  -2.189  -0.342  -1.581
Br  0.868  0.569  6.987
C  0.027  1.615  5.577
C  -1.207  2.211  5.720
N  -1.729  3.047  4.854
C  -1.057  3.192  3.721
C  0.090  2.534  3.354
C  0.625  1.692  4.335
C  0.765  2.774  2.088
O  0.173  3.051  1.107
O  -0.063  -0.602  2.471
H  -1.658  2.086  6.668
H  -1.378  3.892  2.959
H  1.621  1.273  4.131
C  1.081  -2.663  -3.983
P  0.096  -1.564  -2.876
C  -1.480  -2.112  -3.516
C  0.254  0.084  -3.644
C  0.695  0.302  -4.963
C  0.883  1.579  -5.490
C  0.665  2.666  -4.598
C  0.165  2.540  -3.339
C  -0.013  1.232  -2.836
H  2.170  -2.639  -3.723
H  0.806  -2.522  -4.980
H  0.617  -3.644  -3.652
H  -1.369  -2.022  -4.624
H  -2.304  -1.497  -3.167
H  -1.574  -3.161  -3.249
H  0.830  -0.586  -5.711
H  1.308  1.694  -6.523
H  1.013  3.694  -4.920
H  -0.034  3.461  -2.753
H  -0.370  1.114  -1.823

Mulliken population analysis, charges in e, atoms 1 to 5:
1. Pt 0.010
2. C -0.807
3. N 0.186
4. C -1.027
5. C -0.819